1.
{"formula": "C13H25Br4ClF2N2O4P2S", "method": "the ωB97M-V functional and the def2-TZVPD basis", "symbols": ["C", "C", "F", "C", "C", "C", "C", "F", "N", "C", "O", "C", "P", "O", "Cl", "C", "S", "P", "N", "O", "O", "H", "H", "H", "H", "H", "H", "H", "H", "H", "H", "H", "H", "H", "H", "H", "H", "H", "Br", "C", "C", "Br", "H", "H", "H", "H", "Br", "C", "C", "Br", "H", "H", "H", "H"], "positions_angstrom": [[1.80, 3.26, -0.24], [2.32, 1.84, -0.26], [3.47, 1.82, 0.55], [1.37, 0.80, 0.31], [0.54, 0.02, -0.72], [1.23, -1.29, -1.23], [2.69, -1.48, -0.87], [0.54, -2.40, -0.74], [0.34, 0.79, -1.97], [-0.79, 0.23, -2.63], [-1.07, 0.47, -3.77], [-1.59, -0.69, -1.67], [-3.39, -0.14, -1.70], [-3.79, 0.02, -3.28], [-4.46, -1.87, -1.33], [-0.95, -0.27, -0.30], [-1.77, 1.33, 0.28], [-1.25, -1.49, 1.09], [-1.73, -2.91, 0.77], [-2.23, -0.72, 2.10], [0.15, -1.47, 1.90], [2.64, 3.96, -0.30], [1.25, 3.47, 0.68], [1.14, 3.47, -1.08], [2.65, 1.57, -1.27], [0.70, 1.29, 1.03], [1.98, 0.11, 0.89], [1.13, -1.33, -2.32], [2.82, -1.49, 0.21], [3.32, -0.72, -1.33], [3.00, -2.47, -1.22], [0.18, 1.78, -1.85], [-1.50, -1.75, -1.90], [-3.88, 0.95, -3.48], [-0.95, 2.31, -0.13], [-1.89, -3.15, -0.20], [-2.31, -1.18, 2.95], [0.12, -1.00, 2.74], [-1.51, 3.78, 2.64], [-1.46, 5.69, 3.04], [-1.55, 6.52, 1.79], [0.11, 6.51, 0.78], [-0.54, 5.87, 3.59], [-2.32, 5.88, 3.67], [-1.73, 7.56, 2.04], [-2.32, 6.16, 1.11], [1.01, -8.42, -0.10], [1.38, -6.72, 0.75], [0.90, -5.55, -0.07], [2.03, -5.22, -1.62], [2.46, -6.68, 0.91], [0.87, -6.74, 1.70], [0.92, -4.63, 0.51], [-0.11, -5.70, -0.45]], "charge": 0, "smiles": "C[C@@H](F)C[C@]1([C@@H](C)F)NC(=O)[C@H](P(O)Cl)[C@@]1(S)P(=N)(O)O.BrCCBr.BrCCBr", "lumo_ev": 0.1, "multiplicity": 1, "energy_ev": -352599.34392, "homo_energy_ev": -8.49}

=====

2.
{"formula": "C13H25Cl2IN2O4Si", "method": "the ωB97M-V functional and the def2-TZVPD basis", "symbols": ["C", "C", "Cl", "C", "Cl", "C", "C", "O", "N", "C", "C", "C", "O", "Si", "C", "C", "C", "C", "I", "H", "H", "H", "H", "H", "H", "H", "H", "H", "H", "H", "H", "H", "H", "H", "H", "H", "H", "H", "H", "H", "H", "C", "N", "O", "O", "H", "H", "H"], "positions_angstrom": [[5.36, 2.03, -1.61], [4.13, 1.07, -1.27], [4.63, -0.45, -0.34], [2.89, 1.87, -0.54], [2.76, 1.14, 1.17], [1.60, 1.59, -1.43], [1.09, 0.09, -1.66], [1.52, -0.99, -1.23], [-0.10, 0.34, -2.52], [-0.91, 1.29, -1.67], [-1.75, 0.62, -0.45], [-2.37, -0.80, -0.84], [-3.07, -1.45, 0.24], [-2.96, -3.16, -0.06], [-4.43, -4.05, 0.78], [-3.01, -3.64, -1.92], [-1.28, -3.84, 0.63], [0.21, 2.33, -1.12], [-0.11, 3.33, 0.77], [5.71, 2.68, -0.75], [5.16, 2.62, -2.57], [6.24, 1.34, -1.86], [3.73, 0.68, -2.27], [3.18, 2.96, -0.46], [1.84, 1.92, -2.50], [-0.59, -0.49, -2.85], [-1.64, 1.83, -2.37], [-1.04, 0.48, 0.45], [-2.53, 1.38, -0.10], [-3.04, -0.63, -1.75], [-1.47, -1.45, -1.15], [-5.36, -3.42, 0.57], [-4.23, -4.18, 1.90], [-4.59, -5.08, 0.29], [-3.25, -4.76, -1.95], [-3.80, -3.10, -2.53], [-2.00, -3.50, -2.45], [-0.76, -3.02, 1.22], [-1.57, -4.74, 1.27], [-0.59, -4.18, -0.23], [0.11, 3.17, -1.89], [0.98, 2.53, 4.94], [0.81, 4.00, 5.09], [-0.33, 4.44, 4.99], [1.82, 4.65, 5.29], [0.00, 2.08, 4.77], [1.64, 2.35, 4.10], [1.41, 2.16, 5.87]], "charge": 0, "smiles": "C[C@@H](Cl)[C@H](Cl)[C@H]1C(=O)N[C@@H](CCO[Si](C)(C)C)[C@H]1I.C[N+](=O)[O-]", "lumo_ev": 0.2, "multiplicity": 1, "energy_ev": -66076.44938, "homo_energy_ev": -9.51}

=====

3.
{"formula": "C13H25FN2O9P", "method": "the ωB97M-V functional and the def2-TZVPD basis", "symbols": ["C", "C", "F", "N", "C", "C", "N", "P", "O", "O", "O", "C", "H", "H", "H", "H", "H", "H", "H", "H", "H", "C", "C", "O", "C", "O", "O", "C", "H", "H", "H", "H", "H", "H", "H", "H", "C", "C", "O", "C", "O", "O", "C", "H", "H", "H", "H", "H", "H", "H", "H"], "positions_angstrom": [[-0.94, 3.04, 0.37], [-1.46, 1.67, 0.73], [-1.82, 0.97, -0.40], [-0.47, 0.85, 1.44], [0.90, 0.84, 1.24], [1.41, -0.06, 2.09], [0.35, -0.60, 2.80], [0.55, -1.79, 4.08], [1.29, -1.22, 5.18], [1.12, -3.03, 3.30], [-0.97, -2.18, 4.28], [-0.77, -0.04, 2.38], [-0.31, 2.99, -0.52], [-1.78, 3.70, 0.17], [-0.36, 3.46, 1.20], [-2.33, 1.74, 1.38], [1.42, 1.45, 0.52], [2.45, -0.32, 2.22], [1.86, -2.85, 2.70], [-1.21, -2.15, 5.22], [-1.76, -0.27, 2.74], [7.77, -2.53, 1.65], [6.39, -3.00, 1.27], [5.50, -1.89, 0.98], [5.68, -1.32, -0.21], [6.46, -1.66, -1.06], [4.83, -0.28, -0.31], [4.96, 0.47, -1.52], [7.71, -1.84, 2.50], [8.38, -3.38, 1.94], [8.26, -2.02, 0.82], [5.91, -3.52, 2.09], [6.41, -3.66, 0.41], [4.88, -0.18, -2.39], [5.91, 1.00, -1.54], [4.14, 1.18, -1.51], [-3.75, 0.50, -3.23], [-4.50, 1.12, -2.07], [-5.59, 1.95, -2.50], [-6.68, 1.29, -2.91], [-6.82, 0.10, -2.90], [-7.56, 2.19, -3.33], [-8.78, 1.62, -3.86], [-3.41, 1.28, -3.91], [-2.89, -0.06, -2.87], [-4.39, -0.18, -3.79], [-3.86, 1.79, -1.51], [-4.88, 0.35, -1.39], [-9.23, 0.95, -3.14], [-8.57, 1.09, -4.78], [-9.43, 2.47, -4.05]], "charge": 1, "lumo_ev": -3.4, "multiplicity": 1, "energy_ev": -47297.62801, "homo_energy_ev": -12.56}

=====

4.
{"formula": "C13H25N2O2PPdS2Si", "method": "the ωB97M-V functional and the def2-TZVPD basis", "symbols": ["Pd", "C", "C", "O", "P", "S", "S", "O", "C", "C", "H", "H", "H", "H", "H", "H", "H", "H", "H", "H", "C", "C", "C", "C", "C", "C", "N", "N", "Si", "C", "C", "C", "H", "H", "H", "H", "H", "H", "H", "H", "H", "H", "H", "H", "H", "H", "H"], "positions_angstrom": [[0.03, 1.11, 0.47], [0.36, -0.52, 6.67], [0.17, -0.76, 5.19], [0.75, 0.35, 4.49], [0.15, 0.71, 3.00], [0.73, 3.24, 0.56], [0.02, -1.00, 1.93], [-1.43, 1.07, 3.38], [-1.71, 2.42, 3.71], [-1.30, 2.76, 5.13], [0.02, -1.38, 7.25], [-0.21, 0.36, 7.00], [1.41, -0.34, 6.90], [-0.89, -0.85, 4.94], [0.67, -1.68, 4.88], [-2.79, 2.53, 3.59], [-1.22, 3.09, 2.99], [-1.77, 2.08, 5.85], [-1.60, 3.78, 5.38], [-0.22, 2.69, 5.26], [-3.84, 0.67, 0.23], [-3.05, 0.57, -1.04], [-3.65, 0.35, -2.27], [-2.83, 0.24, -3.39], [-1.46, 0.34, -3.28], [-0.90, 0.56, -1.99], [-1.73, 0.67, -0.92], [0.39, 0.71, -1.69], [1.78, -0.01, -2.36], [2.37, 0.91, -3.88], [3.18, 0.00, -1.13], [1.43, -1.78, -2.86], [-4.68, 1.35, 0.12], [-3.20, 1.00, 1.05], [-4.24, -0.31, 0.51], [-4.73, 0.28, -2.35], [-3.27, 0.08, -4.37], [-0.81, 0.28, -4.14], [2.50, 1.97, -3.63], [1.66, 0.85, -4.71], [3.34, 0.53, -4.22], [3.80, 0.89, -1.26], [3.81, -0.88, -1.26], [2.80, 0.00, -0.10], [0.54, -1.84, -3.49], [1.24, -2.38, -1.96], [2.27, -2.22, -3.40]], "charge": -1, "lumo_ev": [3.1, 2.1], "multiplicity": 4, "energy_ev": -63282.41973, "homo_energy_ev": [-3.90, -4.35]}

=====

5.
{"formula": "C13H25O15", "method": "the ωB97M-V functional and the def2-TZVPD basis", "symbols": ["O", "C", "O", "O", "H", "C", "O", "C", "O", "O", "C", "H", "H", "H", "H", "H", "H", "C", "O", "C", "O", "O", "C", "H", "H", "H", "H", "H", "H", "C", "O", "C", "O", "O", "C", "H", "H", "H", "H", "H", "H", "C", "O", "C", "O", "O", "C", "H", "H", "H", "H", "H", "H"], "positions_angstrom": [[-19.69, 6.03, 2.84], [-20.75, 6.81, 2.78], [-20.99, 7.32, 1.68], [-21.37, 7.20, 3.80], [-19.44, 6.10, 1.91], [-21.56, 5.93, -2.27], [-20.24, 5.69, -1.68], [-19.53, 6.75, -1.25], [-19.89, 7.89, -1.15], [-18.33, 6.30, -0.83], [-17.43, 7.06, -0.08], [-21.81, 4.91, -2.59], [-21.53, 6.51, -3.19], [-22.30, 6.38, -1.61], [-17.53, 8.07, -0.46], [-16.43, 6.63, -0.21], [-17.72, 7.01, 0.97], [-24.32, 6.72, 1.80], [-25.26, 7.13, 0.85], [-24.84, 7.87, -0.15], [-23.72, 8.42, -0.34], [-25.77, 7.95, -1.16], [-27.02, 7.25, -1.26], [-23.63, 6.06, 1.26], [-24.97, 6.12, 2.44], [-23.79, 7.50, 2.34], [-26.71, 6.23, -1.46], [-27.82, 7.57, -1.93], [-27.53, 7.25, -0.29], [-20.34, 3.47, 5.30], [-20.34, 2.08, 4.80], [-21.48, 1.45, 4.30], [-22.51, 1.99, 3.97], [-21.20, 0.24, 4.01], [-22.24, -0.69, 3.59], [-19.33, 3.88, 5.32], [-20.79, 3.54, 6.29], [-20.78, 4.21, 4.63], [-21.72, -1.64, 3.43], [-22.73, -0.48, 2.64], [-22.95, -0.76, 4.42], [-20.96, 7.53, 9.53], [-19.76, 7.14, 8.86], [-19.72, 7.06, 7.58], [-20.55, 7.56, 6.84], [-18.55, 6.50, 7.21], [-18.29, 6.31, 5.78], [-20.94, 7.30, 10.60], [-21.95, 7.30, 9.13], [-20.99, 8.61, 9.40], [-18.44, 7.27, 5.29], [-18.96, 5.62, 5.26], [-17.32, 5.88, 5.52]], "charge": 0, "lumo_ev": [0.4, -3.5], "multiplicity": 2, "energy_ev": -44594.28884, "homo_energy_ev": [-10.52, -10.52]}